[1]
DFT (ωB97M-V with the def2-TZVPD basis set) results for 11 unconnected molecules or ions with the total composition C28H81N3O11 in a non-equilibrium geometry.

Each line ends with the Löwdin charge.
CARTESIAN COORDINATES (ANGSTROEM)
H  1.82  -3.65  5.58  0.0663
C  -6.62  -0.30  -4.85  -0.0876
C  -8.50  -1.46  3.60  -0.3410
N  3.79  -0.46  -5.29  0.0335
H  -3.79  -3.07  7.43  0.1189
H  4.78  -9.11  -1.27  0.1016
H  3.04  -2.26  -6.94  0.0833
H  -5.71  -0.36  -5.45  0.0761
H  4.68  -0.07  -5.00  0.0691
O  5.59  -7.66  -0.07  -0.1031
C  3.09  7.20  -0.23  -0.4419
H  -1.09  4.61  -7.99  0.0735
H  3.94  7.87  -0.28  0.1315
C  3.36  -7.39  -1.03  -0.0699
H  2.10  8.15  3.61  0.0835
O  8.55  3.14  0.53  -0.0752
H  3.42  -4.23  3.84  0.1026
H  2.63  7.44  -2.36  0.0792
H  -6.54  5.85  -3.34  0.1092
C  4.79  -8.02  -1.20  -0.3045
H  -1.64  2.91  -9.64  0.1075
H  -7.66  -1.81  -5.94  0.1053
C  2.54  7.17  3.45  -0.1124
O  -0.24  1.56  -0.47  -0.0704
O  6.27  -1.94  -4.61  -0.2064
N  -5.32  -2.62  8.88  0.0399
H  7.31  1.61  2.24  0.0704
O  -4.50  -5.35  8.75  -0.1837
H  1.22  7.14  -1.36  0.0777
C  -6.13  6.83  -3.11  -0.3279
H  2.97  -7.78  -0.10  0.0675
C  5.26  -2.46  -5.50  -0.1732
C  7.51  -2.62  -4.59  -0.1142
H  0.50  -0.21  0.14  0.0980
H  8.62  3.61  1.36  0.0791
O  -5.52  7.34  -4.27  -0.0812
H  -8.95  -0.47  -7.04  0.0816
H  -2.05  -2.09  8.83  0.0718
H  -8.84  -2.61  1.84  0.0666
H  5.25  -3.54  -5.36  0.1232
H  -7.11  -2.64  2.31  0.0741
C  2.78  -2.43  -5.89  -0.0744
C  -4.39  -5.62  7.35  -0.1107
H  3.26  7.02  4.26  0.0886
H  4.96  -5.77  4.29  0.0749
H  -5.37  6.73  -1.03  0.0628
H  -6.94  7.51  -2.84  0.1052
C  -5.02  6.85  -2.05  -0.0868
C  -3.56  -4.38  9.10  -0.2178
H  -5.94  6.73  -4.87  0.0763
C  -0.11  0.60  0.53  -0.3389
H  3.92  5.71  -1.28  0.0654
H  -8.78  -2.23  4.33  0.1104
H  2.17  8.50  1.14  0.1250
H  3.78  -2.01  -4.02  0.1369
H  -7.87  -1.26  1.54  0.0709
H  4.33  -3.57  5.18  0.1023
O  3.16  7.02  2.19  -0.1836
H  -5.96  -3.39  8.75  0.0659
H  -2.58  -4.72  8.77  0.1164
H  1.92  -1.88  -5.52  0.0816
O  4.55  -5.56  5.13  -0.0866
H  6.69  0.94  0.68  0.0719
H  5.49  -2.24  -6.54  0.1316
H  -0.45  3.54  -6.77  0.0688
C  -1.14  3.59  -7.61  -0.0881
H  -3.30  -1.59  10.00  0.0716
H  -3.22  -0.85  8.42  0.0754
C  -3.98  -2.98  8.49  -0.4347
C  -3.10  -1.79  8.94  -0.0677
H  5.35  -7.64  -2.05  0.0996
C  2.40  -4.57  5.68  -0.0886
C  2.37  7.43  1.12  -0.2265
H  -5.05  -6.48  7.22  0.0896
O  -7.42  -0.82  4.18  -0.0798
H  3.17  -0.24  -4.52  0.0760
H  -2.12  3.25  -7.28  0.0632
H  -8.74  -0.84  -4.94  0.1105
H  -4.20  6.15  -2.21  0.0723
H  -4.60  7.85  -1.96  0.0701
O  -8.13  -0.08  -6.72  -0.0780
H  -4.78  -4.84  6.69  0.0782
H  -6.78  0.77  -4.70  0.0728
C  8.76  1.75  0.75  -0.3342
H  -9.31  -0.75  3.44  0.1112
H  -6.37  -0.68  -3.86  0.0761
H  -1.89  -0.65  -0.09  0.0646
C  -7.84  -0.80  -5.55  -0.3568
H  -3.42  -5.88  6.94  0.0906
H  -1.26  1.55  -8.64  0.1015
O  0.38  2.74  -9.17  -0.1080
H  -3.55  -4.42  10.19  0.1267
C  -1.50  -0.08  0.76  -0.0846
H  7.43  -3.66  -4.27  0.0820
H  7.88  0.03  1.61  0.0709
N  3.41  5.77  -0.41  0.0441
C  3.93  -1.87  -5.09  -0.4922
H  7.90  -2.55  -5.60  0.0837
H  -7.14  -1.34  4.94  0.0824
H  -2.25  0.69  0.95  0.0686
H  1.46  6.83  1.11  0.1288
C  -8.02  -2.04  2.29  -0.0959
H  2.69  -7.62  -1.86  0.0671
H  1.90  8.66  -1.22  0.0760
H  9.58  1.59  1.45  0.1036
H  8.28  -2.17  -3.96  0.0843
H  6.47  -8.01  -0.25  0.0745
H  -5.27  -2.62  9.89  0.0707
H  0.87  2.46  -8.39  0.0723
H  0.29  0.95  1.47  0.1081
H  1.73  6.45  3.53  0.0865
H  3.42  -6.30  -0.91  0.0671
C  2.20  7.63  -1.38  -0.0830
C  7.55  1.03  1.35  -0.0944
H  -1.42  -0.82  1.56  0.0657
H  2.69  -3.51  -5.81  0.0758
H  4.05  5.53  0.33  0.0628
H  1.84  -5.48  5.47  0.0707
H  2.67  -4.66  6.73  0.0647
H  0.50  2.17  -0.47  0.0872
C  3.72  -4.42  4.87  -0.3064
H  9.06  1.22  -0.15  0.1079
C  -1.01  2.60  -8.81  -0.2912

Values from the calculation:
- structure (SMILES) = COC[C@H](C)N.COC[C@H](C)N.COC[C@H](C)N.CCO.CCO.CCO.CCO.CCO.CCO.CCO.CCO
- spin multiplicity = 1
- HOMO energy (eV) = -9.41
- net charge = 0
- relative energy (zero: lowest compared OMol25 entry of this formula, charge and spin) (kJ/mol) = 404.1

=====

[2]
DFT (ωB97M-V with the def2-TZVPD basis set) results for 10 unconnected molecules or ions with the total composition C28H81N5O13 in a non-equilibrium geometry.

Each line ends with the Löwdin charge.
CARTESIAN COORDINATES (ANGSTROEM)
C  2.62  0.60  -3.65  -0.4160
H  0.48  1.11  1.67  0.0426
H  4.11  -2.84  -1.32  0.1210
H  2.03  -3.31  3.36  0.0815
H  0.07  5.02  3.74  0.1095
H  2.24  -1.89  -2.25  0.0479
H  -1.79  5.26  6.10  0.1144
O  0.40  0.31  1.17  -0.0772
H  4.55  0.04  -4.51  0.1366
H  -4.24  -1.93  -0.48  0.0557
H  0.73  -0.06  -6.11  0.0756
O  2.89  2.62  3.45  -0.2684
H  4.14  -3.59  -3.89  0.0795
H  -5.70  2.72  -1.78  0.1348
H  -4.75  1.59  -0.64  0.1385
H  2.44  1.97  5.28  0.0951
O  -4.31  -4.64  3.19  -0.2043
O  -1.65  3.83  3.47  -0.0740
C  2.43  1.91  -4.45  -0.0625
H  1.35  -0.78  1.99  0.0817
H  -2.12  -4.05  -1.98  0.0584
H  -3.78  -2.88  4.19  0.0620
H  0.75  -2.86  2.41  0.0514
O  -0.76  3.48  5.98  -0.0993
H  -6.00  -3.92  2.12  0.1285
H  -2.61  -4.31  1.65  0.0796
O  2.05  -1.35  2.49  -0.1704
O  2.20  -2.14  -1.33  -0.0839
H  0.78  -3.78  -4.21  0.0741
H  5.55  1.88  3.63  0.1380
H  6.39  3.42  2.02  0.0863
C  -4.93  -2.56  0.11  -0.0549
H  4.36  -2.60  -5.40  0.0912
H  -1.57  -0.18  1.54  0.1227
C  -4.72  2.60  -1.23  -0.2097
H  -1.82  -1.28  -0.57  0.0954
H  2.49  3.82  5.07  0.0976
H  -2.25  1.59  -3.28  0.1014
C  -1.39  -1.78  -4.29  -0.2001
H  -4.99  -5.24  1.37  0.1409
H  0.99  -2.24  4.07  0.0684
H  1.67  0.16  -3.63  0.0913
O  0.75  2.87  2.00  -0.1639
C  -3.33  1.64  -2.91  -0.1113
H  -0.13  -0.66  -1.10  0.1373
C  -0.32  -0.26  -5.78  -0.1099
C  -0.97  4.93  4.04  -0.2370
H  -2.25  -3.19  0.53  0.0487
C  -0.83  -0.97  -0.28  -0.2436
H  -5.50  -3.46  4.30  0.0934
O  -0.23  -2.11  0.34  -0.1054
H  1.85  2.69  -3.96  0.0743
H  -5.76  -2.02  0.53  0.0609
H  3.27  1.63  1.73  0.1238
H  -0.71  0.76  -5.48  0.0944
C  -4.11  -3.23  1.26  -0.4753
C  3.53  -0.37  -4.48  -0.1491
H  5.71  -0.07  2.29  0.0804
H  -0.55  -2.43  -2.43  0.1034
C  1.41  -2.45  3.12  -0.1409
H  3.60  -4.76  0.27  0.1305
C  5.31  3.25  2.09  -0.0475
H  1.90  4.12  0.84  0.1056
C  -1.07  -2.87  -3.29  -0.4288
H  -1.92  -2.30  -5.08  0.1225
N  -5.55  3.32  0.88  0.0327
H  0.14  3.85  0.36  0.0584
H  -5.21  2.49  1.34  0.0645
H  4.98  3.21  1.01  0.0966
C  3.60  1.58  2.74  -0.1662
O  -0.18  -1.23  -4.76  -0.1973
H  3.03  -0.55  -5.40  0.1081
H  -1.38  1.01  0.29  0.1240
N  2.99  0.95  -2.29  0.0691
C  4.40  -2.61  -4.29  -0.0846
H  -5.30  -3.40  -0.52  0.0887
H  -1.35  5.88  3.72  0.1058
H  3.95  0.95  -2.05  0.0564
H  2.88  -4.03  -1.93  0.1179
H  2.50  0.29  -1.66  0.0659
H  1.49  2.90  2.61  0.0337
H  1.23  2.66  0.01  0.0618
H  -0.07  -4.76  -3.04  0.0786
C  -0.93  0.10  0.72  -0.2025
O  -3.56  2.71  -2.02  -0.2271
H  1.96  -3.99  0.40  0.1057
C  -3.17  4.00  0.25  -0.0715
H  -1.20  3.48  2.69  0.0543
H  -2.89  -3.88  -3.44  0.0804
H  -5.74  4.03  1.53  0.0463
H  -0.97  -0.59  -6.62  0.0966
H  -5.03  4.67  -0.69  0.1444
C  3.01  -3.83  0.17  -0.1885
N  -2.34  -3.39  -2.72  0.0476
C  -0.22  -4.01  -3.82  -0.0574
C  5.03  1.89  2.67  -0.4594
C  -4.44  -3.70  4.23  -0.1051
O  3.47  -1.63  -3.81  -0.2434
N  -2.94  -3.91  0.77  0.0580
H  3.17  -2.23  1.51  0.0037
H  -2.58  4.34  -0.58  0.0647
H  -2.03  -0.98  -3.91  0.1153
H  -0.03  5.31  5.95  0.1111
C  3.11  -3.23  -1.21  -0.2344
N  5.64  0.83  1.83  0.0523
H  -0.78  -4.49  -4.62  0.0784
H  2.05  1.72  -5.45  0.0582
H  -3.07  4.70  1.08  0.0675
H  3.34  0.70  3.29  0.1213
H  3.44  2.34  -4.48  0.0766
C  1.04  3.44  0.72  -0.0845
H  3.99  2.80  5.27  0.0998
H  -3.90  -2.45  2.02  0.1253
H  0.65  -2.32  -0.10  0.0725
H  5.44  -2.30  -4.10  0.0939
H  5.19  0.69  0.95  0.0590
O  3.66  -2.98  1.18  -0.0892
H  4.70  4.00  2.53  0.0622
H  -4.02  1.68  -3.76  0.0860
C  -0.93  4.84  5.55  -0.2355
C  -4.96  -4.30  1.99  -0.2104
C  2.95  2.84  4.84  -0.0630
H  -4.20  -4.29  5.13  0.0950
H  -2.67  3.08  0.66  0.0796
H  -3.53  0.72  -2.35  0.0700
H  -1.22  2.95  5.27  0.0893
C  -4.62  3.77  -0.18  -0.4000

Values from the calculation:
- structure (SMILES) = COC[C@H](C)N.COC[C@H](C)N.COC[C@H](C)N.COC[C@H](C)N.COC[C@H](C)N.OCCO.OCCO.OCCO.CO.CO
- spin multiplicity = 1
- HOMO energy (eV) = -9.12
- net charge = 0
- relative energy (zero: lowest compared OMol25 entry of this formula, charge and spin) (kJ/mol) = 103.1